No. 1
28
Properties=species:S:1:pos:R:3:forces:R:3:mulliken_charge:R:1 method="wB97M-V/def2-TZVPD" e_above_lowest_kcal_mol=41.6 total_charge=0 e_tot_ha=-807.4743 spin_multiplicity=1
C -3.5274 -1.1726 -0.9164 2.734 3.866 -1.367 -1.47
C -2.5063 -0.8082 0.2196 -2.168 1.470 1.910 -0.17
C -1.2119 -0.2856 -0.1576 2.367 -3.480 -5.649 -0.61
P -0.6333 -0.7259 -1.9981 -0.839 1.932 5.103 -0.09
C 0.9835 -0.0781 -1.4703 1.326 -0.809 -0.440 0.27
C 2.1146 -0.1285 -2.3182 -1.393 0.880 -0.541 -0.40
C 3.2903 0.4812 -1.8878 -1.761 -1.396 1.272 -0.85
C 3.4757 0.7733 -0.5479 0.487 0.363 0.595 -0.56
C 2.4624 0.6395 0.3329 -2.976 0.194 2.432 -0.12
C 1.2015 0.2935 -0.1490 -2.142 -0.596 0.921 -0.18
C -0.1177 0.1807 0.7386 1.789 0.219 0.312 2.41
C 0.1585 -0.5909 2.0848 -0.271 -3.687 -4.177 -2.18
C -0.5828 1.5802 1.1236 1.744 1.148 4.186 -1.80
H -4.3140 -1.7170 -0.5952 -3.038 -1.018 1.619 0.49
H -3.0555 -1.9336 -1.5217 0.573 0.273 -0.781 0.43
H -3.8532 -0.1954 -1.5603 0.812 -2.606 1.501 0.25
H -2.4175 -1.6765 0.8825 0.303 -0.147 -0.083 0.25
H -2.8564 -0.0060 0.9992 -0.344 -1.172 -1.306 0.26
H 1.8498 -0.5289 -3.3277 1.135 0.603 0.639 0.30
H 4.1106 0.6090 -2.4591 2.413 0.171 -2.312 0.47
H 4.3799 1.0892 -0.0671 0.820 0.239 -0.685 0.40
H 2.4671 0.8617 1.4596 0.681 -0.270 -1.838 0.17
H 0.4704 -1.7030 1.9860 0.066 1.797 -0.504 0.30
H -0.7218 -0.7478 2.5686 -2.877 0.143 1.545 0.65
H 0.8004 -0.1567 2.7287 2.295 1.862 1.784 0.55
H -1.0461 1.6965 2.1917 0.140 -0.756 -2.033 0.34
H -1.1823 1.9620 0.3880 -1.722 1.276 -1.622 0.53
H 0.2613 2.2879 1.2726 -0.154 -0.500 -0.481 0.37

---

No. 2
35
Properties=species:S:1:pos:R:3:forces:R:3:mulliken_charge:R:1 method="wB97M-V/def2-TZVPD" e_above_lowest_kcal_mol=11.4 total_charge=0 e_tot_ha=-2462.5773 spin_multiplicity=1
Cl 3.1567 2.0178 1.1451 -0.464 -0.659 0.071 -0.31
B 2.6030 0.3239 1.6684 1.398 -0.302 0.194 0.77
Cl 2.6162 -0.9444 0.2524 -0.158 0.627 0.558 -0.30
Cl 3.7177 -0.2939 3.0645 -0.064 -0.032 -0.446 -0.32
O 1.2380 0.4243 2.2444 -1.189 -0.032 -0.273 -0.54
C 0.4106 -0.5501 2.2643 1.040 -0.032 -0.356 -0.58
C -0.9335 -0.3374 1.7924 -0.568 0.399 -0.152 0.52
C -1.7840 -1.4240 1.4582 0.808 0.515 1.021 -0.19
C -3.0456 -1.1842 0.9609 -0.261 0.850 -0.362 -0.75
C -3.4188 0.1544 0.6767 1.234 -0.359 0.066 0.45
Cl -4.9085 0.4502 -0.1242 -0.182 0.033 0.105 -0.19
C -2.5329 1.2318 0.9035 -0.599 -0.601 -0.162 -0.71
C -1.2984 0.9858 1.4752 -0.447 -0.373 0.283 -0.36
H 0.8086 -1.5625 2.2747 -0.034 0.168 -0.069 0.78
H -1.4093 -2.4309 1.6632 -0.330 0.234 -0.165 0.36
H -3.7323 -1.9938 0.7366 0.108 0.139 -0.013 0.41
H -2.8252 2.2308 0.5939 0.017 -0.158 0.138 0.40
H -0.6202 1.8044 1.7001 -0.046 -0.201 -0.145 0.46
C 0.8853 -2.4801 4.3518 -0.092 -0.199 0.504 -1.70
N 0.4431 -1.1096 4.6799 0.084 -0.237 0.045 0.54
C -0.8296 -1.2524 5.4522 0.863 -0.763 0.107 -0.74
C -0.7269 -0.4113 6.7137 0.231 0.477 -0.075 -0.51
C 0.7195 0.1599 6.7602 -0.209 -0.154 -0.024 -0.59
C 1.4552 -0.3801 5.5298 -0.241 -1.069 0.159 -0.51
H 1.8975 -2.4776 3.9211 -0.404 -0.007 0.000 0.38
H 0.8681 -3.1452 5.2675 0.199 0.628 -0.801 0.54
H 0.1373 -2.8880 3.6485 0.493 -0.148 0.207 0.47
H -1.7184 -1.1001 4.8421 0.061 0.313 -0.127 0.31
H -0.8393 -2.3036 5.7729 -0.414 0.134 -0.107 0.29
H -1.4767 0.3730 6.7106 0.003 0.197 0.116 0.28
H -0.9162 -1.0501 7.5712 -0.068 0.094 0.150 0.27
H 0.7301 1.2451 6.7629 -0.132 0.114 0.045 0.30
H 1.2407 -0.1748 7.6634 -0.162 0.159 -0.123 0.28
H 2.1923 -1.1305 5.8686 -0.129 0.282 -0.249 0.28
H 2.0171 0.3684 4.9716 -0.345 -0.039 -0.120 0.18

---

No. 3
40
Properties=species:S:1:pos:R:3:forces:R:3:mulliken_charge:R:1 method="wB97M-V/def2-TZVPD" e_above_lowest_kcal_mol=0.0 total_charge=0 e_tot_ha=-1934.2859 spin_multiplicity=1
C 0.1231 5.4186 -1.6168 1.065 -2.154 -0.927 -0.74
C 0.6955 4.3535 -2.2665 -0.787 1.982 1.567 -0.12
C 1.7150 3.4446 -1.6210 -0.216 1.164 0.967 -0.77
N 1.0596 2.3241 -1.0164 -0.685 -2.948 1.093 0.02
C 1.6766 1.0739 -0.7928 0.773 1.562 -1.498 0.24
O 2.8165 0.8873 -1.2322 -1.238 -0.210 0.813 -0.69
C 0.9190 -0.0429 -0.0108 -0.501 -0.282 0.259 0.56
C 1.8359 -1.2744 0.2702 0.086 0.551 0.209 -1.16
N 1.3784 -2.0686 1.4490 0.867 0.457 -0.001 0.12
C 2.1865 -2.4570 2.5415 -0.999 -0.654 -0.114 -0.16
N 1.5713 -3.2107 3.4144 0.356 0.904 -0.498 -0.68
C 0.2738 -3.2661 2.9341 0.116 -1.217 1.756 0.20
C -0.8918 -3.8531 3.4777 -0.109 0.227 -0.798 0.39
Cl -0.8332 -4.7731 4.9421 0.028 0.354 -0.321 -0.16
N -2.0617 -3.7339 2.8624 1.070 -0.773 0.906 -0.61
C -2.0400 -3.1074 1.6827 0.295 0.701 0.581 0.18
N -3.1972 -2.9292 1.0423 -0.007 -0.225 -0.765 -0.41
N -1.0031 -2.5239 1.1225 0.793 0.533 -1.544 -0.44
C 0.1539 -2.6001 1.7426 -0.472 -0.202 0.219 0.48
N -0.2538 -0.6428 -0.7169 -0.326 1.948 -1.082 -0.50
S -1.6079 0.3340 -0.9741 -0.166 -0.142 1.863 1.21
C -1.5046 0.7672 -2.7042 1.690 -0.043 0.218 -0.91
O -1.4781 1.5314 -0.1492 -0.008 -0.451 -0.908 -0.77
O -2.8096 -0.4500 -0.6904 1.380 0.361 -1.073 -0.76
H -0.5831 6.0608 -2.1320 0.014 -0.078 0.187 0.28
H 0.3430 5.5915 -0.5579 0.015 0.168 -0.452 0.26
H 0.4040 4.1447 -3.2780 -0.034 -0.059 -0.441 0.35
H 2.2329 4.0110 -0.8207 -0.038 -0.107 -0.439 0.32
H 2.4515 3.1242 -2.3211 0.530 -0.380 -0.519 0.38
H 0.1110 2.4626 -0.6467 0.665 -0.126 -0.105 0.29
H 0.5719 0.3893 0.9443 0.267 -0.067 -0.207 0.37
H 1.8609 -1.8947 -0.6447 0.019 0.191 0.551 0.21
H 2.8592 -0.8994 0.4666 -0.580 -0.401 0.005 0.39
H 3.2126 -2.1646 2.6235 0.317 0.135 -0.193 0.40
H -3.9777 -3.0156 1.6283 -1.278 -0.157 0.548 0.27
H -3.1552 -2.1480 0.4169 -0.389 0.298 -0.433 0.33
H -0.5934 -1.4400 -0.1825 -0.469 -0.575 0.228 0.67
H -1.1519 -0.0910 -3.2768 0.015 0.014 0.231 0.34
H -0.8503 1.6462 -2.8824 -0.185 -0.697 0.508 0.17
H -2.4597 1.0218 -3.0272 -1.872 0.398 -0.390 0.48

---

Repeat the first record exactly.
28
Properties=species:S:1:pos:R:3:forces:R:3:mulliken_charge:R:1 method="wB97M-V/def2-TZVPD" e_above_lowest_kcal_mol=41.6 total_charge=0 e_tot_ha=-807.4743 spin_multiplicity=1
C -3.5274 -1.1726 -0.9164 2.734 3.866 -1.367 -1.47
C -2.5063 -0.8082 0.2196 -2.168 1.470 1.910 -0.17
C -1.2119 -0.2856 -0.1576 2.367 -3.480 -5.649 -0.61
P -0.6333 -0.7259 -1.9981 -0.839 1.932 5.103 -0.09
C 0.9835 -0.0781 -1.4703 1.326 -0.809 -0.440 0.27
C 2.1146 -0.1285 -2.3182 -1.393 0.880 -0.541 -0.40
C 3.2903 0.4812 -1.8878 -1.761 -1.396 1.272 -0.85
C 3.4757 0.7733 -0.5479 0.487 0.363 0.595 -0.56
C 2.4624 0.6395 0.3329 -2.976 0.194 2.432 -0.12
C 1.2015 0.2935 -0.1490 -2.142 -0.596 0.921 -0.18
C -0.1177 0.1807 0.7386 1.789 0.219 0.312 2.41
C 0.1585 -0.5909 2.0848 -0.271 -3.687 -4.177 -2.18
C -0.5828 1.5802 1.1236 1.744 1.148 4.186 -1.80
H -4.3140 -1.7170 -0.5952 -3.038 -1.018 1.619 0.49
H -3.0555 -1.9336 -1.5217 0.573 0.273 -0.781 0.43
H -3.8532 -0.1954 -1.5603 0.812 -2.606 1.501 0.25
H -2.4175 -1.6765 0.8825 0.303 -0.147 -0.083 0.25
H -2.8564 -0.0060 0.9992 -0.344 -1.172 -1.306 0.26
H 1.8498 -0.5289 -3.3277 1.135 0.603 0.639 0.30
H 4.1106 0.6090 -2.4591 2.413 0.171 -2.312 0.47
H 4.3799 1.0892 -0.0671 0.820 0.239 -0.685 0.40
H 2.4671 0.8617 1.4596 0.681 -0.270 -1.838 0.17
H 0.4704 -1.7030 1.9860 0.066 1.797 -0.504 0.30
H -0.7218 -0.7478 2.5686 -2.877 0.143 1.545 0.65
H 0.8004 -0.1567 2.7287 2.295 1.862 1.784 0.55
H -1.0461 1.6965 2.1917 0.140 -0.756 -2.033 0.34
H -1.1823 1.9620 0.3880 -1.722 1.276 -1.622 0.53
H 0.2613 2.2879 1.2726 -0.154 -0.500 -0.481 0.37